Density functional theory data (ωB97M-V/def2-TZVPD) for a structure of composition C10H12BF6N5O4RhS4.

Properties
- molar mass (g mol⁻¹) = 622.21
- 2S+1 = 1
- orbital gap (eV) = 5.86
- highest occupied orbital energy (eV) = -12.032
- E (eV) = -89529.130
- total charge = +1

Cartesian coordinates (Å):
Rh1 -0.47496 0.06588 -0.06308
F1 -1.77948 -1.13507 -4.03506
C1 -2.66684 -0.14378 -4.01012
F2 -3.81429 -0.55989 -4.50975
F3 -2.20738 0.88078 -4.70938
S1 -2.92101 0.41422 -2.26701
O1 -1.51873 0.48689 -1.77749
O2 -3.62320 1.64374 -2.31274
N1 -3.75080 -0.76264 -1.64355
S2 -3.30985 -1.64236 -0.43199
O3 -2.39687 -0.90885 0.46175
O4 -4.40240 -2.30529 0.17823
C2 -2.29941 -3.01830 -1.16447
F4 -2.83132 -3.41589 -2.30184
F5 -1.03169 -2.61647 -1.39172
F6 -2.25425 -4.03760 -0.30922
C3 0.53733 4.50307 0.20773
N2 1.53403 3.58111 0.74763
C4 2.35846 3.82396 1.82590
C5 3.09313 2.70367 2.02128
N3 2.73190 1.79200 1.05341
B1 3.36378 0.42021 0.81269
N4 2.23844 -0.76696 0.88957
C6 2.62809 -1.98147 0.63613
C7 1.58651 -2.89050 1.00010
N5 0.59748 -2.18026 1.45828
C8 -0.60253 -2.71927 2.11576
C9 0.89652 -0.78335 1.32837
S3 -0.00084 0.43569 2.10777
C10 1.78232 2.34480 0.29784
S4 0.95882 1.56175 -1.00608
H1 0.52589 5.38822 0.83611
H2 -0.44014 4.02644 0.21673
H3 0.79683 4.78115 -0.81039
H4 2.34849 4.76474 2.34592
H5 3.84915 2.48017 2.75161
H6 4.11926 0.17229 1.71177
H7 3.83725 0.29915 -0.27992
H8 3.60742 -2.20251 0.24208
H9 1.56707 -3.96769 0.94929
H10 -0.76405 -3.72779 1.74806
H11 -1.44944 -2.08278 1.89133
H12 -0.41867 -2.72122 3.18849

=====

Density functional theory data (ωB97M-V/def2-TZVPD) for an isolated molecule of C10H12BrClN2.

Properties
- molar mass (g mol⁻¹) = 275.58
- 2S+1 = 1
- orbital gap (eV) = 8.60
- highest occupied orbital energy (eV) = -7.819
- E (eV) = -96108.920

Cartesian coordinates (Å):
N1 -0.33421 0.50369 1.84659
C1 -0.98580 -0.55787 1.21606
C2 -0.89725 -0.73548 -0.17336
N2 -0.08829 0.07039 -0.95142
C3 1.36220 -0.00275 -0.74280
C4 1.93211 1.21147 -1.45589
C5 3.00917 2.04330 -0.73990
C6 1.57453 2.58992 -0.89709
C7 -1.71016 -1.64664 -0.83847
C8 -2.53256 -2.49127 -0.11990
C9 -2.62181 -2.36699 1.29254
Br1 -3.75797 -3.62514 2.20269
C10 -1.84611 -1.40630 1.96034
Cl1 -1.82443 -1.26194 3.69875
H1 -0.29560 1.36669 1.26621
H2 -0.50589 0.62058 2.85678
H3 -0.37487 0.08129 -1.91875
H4 1.77278 -0.92235 -1.17755
H5 1.60224 0.01052 0.32039
H6 1.97731 1.14116 -2.54464
H7 3.31468 1.66622 0.23470
H8 3.79340 2.58255 -1.28618
H9 1.35396 3.41290 -1.59021
H10 0.96661 2.63625 0.05552
H11 -1.66504 -1.74804 -1.93506
H12 -3.21899 -3.17218 -0.57935

=====

Density functional theory data (ωB97M-V/def2-TZVPD) for an isolated molecule of C10H12BrNO3.

Properties
- molar mass (g mol⁻¹) = 274.11
- 2S+1 = 1
- orbital gap (eV) = 8.55
- highest occupied orbital energy (eV) = -8.128
- E (eV) = -88233.344
- energy above the lowest of the compared OMol25 structures with the same formula, charge and spin (kJ/mol) = 220.03

Cartesian coordinates (Å):
C1 0.57872 -3.36559 -0.59531
O1 0.30117 -1.98460 -0.90215
C2 -0.43617 -1.20685 -0.11876
C3 -0.79354 0.03721 -0.47297
C4 -0.12885 0.59258 -1.68062
C5 -0.47760 1.82704 -2.03994
C6 -1.55865 2.58033 -1.22627
C7 -2.15222 2.12238 -0.11031
C8 -1.58343 0.87966 0.45586
O2 -0.71836 1.34921 1.61616
N1 -0.39803 0.21773 2.39178
O3 -1.32077 -0.46405 2.79788
C9 0.85443 -0.05053 2.48434
C10 1.91020 0.86854 1.93686
Br1 1.11889 -1.62051 3.41579
H1 -0.21394 -4.01862 -0.86377
H2 0.74382 -3.40765 0.47160
H3 1.58555 -3.61450 -1.07184
H4 -0.74560 -1.64460 0.83758
H5 0.62142 -0.05212 -2.09964
H6 0.14301 2.40849 -2.84784
H7 -2.01690 3.39900 -1.86231
H8 -2.94081 2.66150 0.46053
H9 -2.39934 0.32343 0.97134
H10 2.17803 0.70904 0.82987
H11 1.64108 1.88327 2.31435
H12 2.97090 0.63663 2.32575

=====

Density functional theory data (ωB97M-V/def2-TZVPD) for a structure of composition C10H12CaN2O3.

Properties
- molar mass (g mol⁻¹) = 248.30
- 2S+1 = 1
- orbital gap (eV) = 7.75
- highest occupied orbital energy (eV) = -8.052
- E (eV) = -38128.548
- energy above the lowest of the compared OMol25 structures with the same formula, charge and spin (kJ/mol) = 0.00

Cartesian coordinates (Å):
Ca1 0.26414 -0.04857 -0.51594
C1 1.09430 0.90633 2.13499
C2 1.14401 2.09240 1.40587
C3 2.04597 2.22394 0.35274
C4 2.89663 1.16799 0.02900
C5 2.84241 -0.02048 0.75388
C6 1.94119 -0.15061 1.80824
H1 0.38524 0.79737 2.94478
H2 0.48050 2.90970 1.65645
H3 2.08666 3.14513 -0.21388
H4 3.59172 1.26541 -0.79466
H5 3.46331 -0.86181 0.47755
H6 1.87614 -1.08992 2.34056
N1 -1.66108 1.38876 -1.32548
C7 -2.77816 0.70214 -0.60548
C8 -2.60564 -0.81248 -0.81198
O1 -3.34281 -1.36826 -1.62880
N2 -1.58937 -1.31105 -0.10250
C9 -1.17414 -2.67987 -0.43404
C10 0.31637 -2.56823 -0.77025
O2 1.15712 -3.00834 0.01960
O3 0.59769 -1.81028 -1.78351
H7 -1.75167 2.39375 -1.22292
H8 -1.78311 1.20114 -2.31830
H9 -3.75263 0.99033 -0.99742
H10 -2.71550 0.95821 0.45240
H11 -1.74392 -3.07392 -1.27764
H12 -1.28536 -3.33877 0.42672

=====

Density functional theory data (ωB97M-V/def2-TZVPD) for a structure of composition C10H12CdN2O4S.

Properties
- molar mass (g mol⁻¹) = 368.69
- 2S+1 = 1
- orbital gap (eV) = 8.35
- highest occupied orbital energy (eV) = -8.452
- E (eV) = -37134.526

Cartesian coordinates (Å):
Cd1 -0.30319 0.53302 -0.80751
C1 1.75335 2.51708 -0.37970
C2 2.23187 1.40960 0.31798
C3 1.61021 1.01610 1.50206
C4 0.51421 1.72628 1.98160
C5 0.02794 2.82067 1.27418
C6 0.64862 3.21731 0.09655
H1 2.22023 2.81820 -1.30774
H2 3.08836 0.86359 -0.05599
H3 1.98514 0.15934 2.04750
H4 0.03056 1.42293 2.90163
H5 -0.85331 3.34330 1.61888
H6 0.24363 4.03784 -0.47869
O1 -3.07051 2.08819 -3.13198
S1 -2.14938 1.29901 -2.36943
O2 -2.23780 -0.16217 -2.52330
O3 -0.68135 1.66285 -2.66320
O4 -2.25036 1.57827 -0.85834
C7 -0.43839 -1.94570 1.96912
C8 -0.23562 -2.38864 0.56537
N1 0.01977 -1.61539 -0.47359
C9 0.10295 -2.43276 -1.58696
C10 -0.10258 -3.71335 -1.20631
N2 -0.28612 -3.67005 0.16101
H7 -0.72819 -0.89732 1.98078
H8 0.47365 -2.05741 2.55781
H9 -1.23149 -2.51734 2.44981
H10 0.23918 -2.02803 -2.57464
H11 -0.14174 -4.63071 -1.76441
H12 -0.47965 -4.45472 0.75751

=====

Density functional theory data (ωB97M-V/def2-TZVPD) for a structure of composition C10H12Cl3GeMgN6OS3.

Properties
- molar mass (g mol⁻¹) = 531.72
- 2S+1 = 2
- orbital gap (spin up / spin down) (eV) = 7.10 / 8.34
- highest occupied orbital energy (spin up / spin down) (eV) = -13.409 / -14.648
- E (eV) = -153576.205
- total charge = +2

Cartesian coordinates (Å):
Mg1 -0.01570 -0.16099 -0.25318
N1 -4.86728 0.82854 0.88754
C1 -3.79656 0.41605 0.18331
S1 -3.69574 1.33259 -1.38556
N2 -3.10841 -0.56990 0.61199
N3 -1.95080 -0.99432 -0.01426
C2 -1.93194 -2.23895 -0.30543
C3 -0.71063 -2.86581 -0.85222
C4 -0.69433 -4.20912 -1.15505
C5 0.47300 -4.75554 -1.68132
C6 1.56786 -3.93835 -1.87535
C7 1.47300 -2.59773 -1.52648
N4 0.36239 -2.06402 -1.02516
H1 -5.48064 1.54090 0.53486
H2 -5.14925 0.29546 1.69587
H3 -2.81429 -2.85178 -0.14400
H4 -1.57204 -4.81751 -0.98384
H5 0.51840 -5.80658 -1.93287
H6 2.49023 -4.32196 -2.28685
H7 2.31796 -1.93133 -1.64522
S2 3.72458 0.83819 0.88573
C8 4.52884 1.64832 2.15692
N5 5.77762 2.02760 2.04706
C9 6.34746 2.80870 3.15891
C10 5.33030 2.73517 4.30431
S3 3.77825 2.02126 3.64611
H8 6.30900 1.86398 1.20305
H9 6.51438 3.83172 2.82598
H10 7.30299 2.37450 3.44334
H11 5.10032 3.72050 4.69905
H12 5.67016 2.09767 5.11565
O1 1.38482 -0.00540 0.93535
N6 2.21493 0.56655 1.75190
Cl1 -0.24256 1.16738 -2.26418
Ge1 -1.78536 2.32633 -1.18443
Cl2 -1.71406 4.26705 -1.92845
Cl3 -1.01671 2.12940 0.80864

=====

Density functional theory data (ωB97M-V/def2-TZVPD) for a cluster of 2 separate species, C10H12ClF3Si in total.

Properties
- molar mass (g mol⁻¹) = 252.74
- 2S+1 = 1
- orbital gap (spin up / spin down) (eV) = 7.02 / 7.62
- highest occupied orbital energy (spin up / spin down) (eV) = -7.936 / -7.659
- E (eV) = -39114.969

Cartesian coordinates (Å):
C1 3.01985 2.82661 -0.20498
C2 2.12607 2.89213 0.85303
C3 3.10322 1.67121 -0.96614
C4 1.33039 1.80462 1.15300
C5 2.31159 0.57982 -0.66358
C6 1.42261 0.62356 0.41356
C7 -3.48620 -1.49615 0.64943
C8 -2.52457 -0.42501 -1.47346
C9 -2.76028 -0.36975 0.00089
C10 0.85842 -2.48086 0.05728
F1 0.09569 -3.50126 0.50777
F2 0.72508 -2.48395 -1.28464
F3 2.13927 -2.83773 0.30472
Si1 0.34991 -0.81139 0.91725
Cl1 -3.13182 1.20355 0.61246
H1 3.64910 3.67293 -0.43758
H2 2.05202 3.79239 1.44566
H3 3.79266 1.61930 -1.79823
H4 0.62995 1.85715 1.97390
H5 2.39486 -0.31885 -1.25769
H6 -4.51573 -1.55872 0.28089
H7 -2.98806 -2.43561 0.41419
H8 -3.52513 -1.37251 1.72838
H9 -2.10363 -1.39000 -1.74838
H10 -1.84376 0.35845 -1.79645
H11 -3.46393 -0.29812 -2.02407
H12 0.34245 -1.12180 2.34279

=====

Density functional theory data (ωB97M-V/def2-TZVPD) for an isolated molecule of C10H12ClNO2S.

Properties
- molar mass (g mol⁻¹) = 245.73
- 2S+1 = 1
- orbital gap (eV) = 8.63
- highest occupied orbital energy (eV) = -8.784
- E (eV) = -39497.503
- energy above the lowest of the compared OMol25 structures with the same formula, charge and spin (kJ/mol) = 762.45

Cartesian coordinates (Å):
O1 1.80965 1.79570 -0.62814
S1 1.24482 0.51888 -0.84191
O2 1.21049 -0.00850 -2.15257
C1 -0.55069 0.55152 -0.17768
C2 -1.10530 1.98169 0.53349
C3 -2.32818 1.98147 0.77393
C4 -3.18544 0.96661 0.86028
C5 -2.62642 -0.14337 0.06248
Cl1 -3.73573 -1.55422 -0.03528
C6 -1.47686 -0.41643 -0.28444
N1 1.70915 -0.62688 0.24819
C7 2.59620 -1.77992 -0.38792
C8 3.92667 -1.11830 0.11000
C9 3.57645 -0.41146 1.65098
C10 2.24861 0.07749 1.51908
H1 -0.29079 2.81569 0.50721
H2 -2.67648 2.94659 1.51337
H3 -4.16688 1.16013 0.87672
H4 -1.08068 -1.44175 -0.85747
H5 2.40733 -1.75055 -1.26492
H6 2.21957 -2.69392 0.38004
H7 4.63124 -1.91451 0.13987
H8 4.33584 -0.37492 -0.41780
H9 3.51195 -1.33954 2.24315
H10 4.37801 -0.05293 1.86070
H11 2.25615 1.05728 1.22631
H12 1.51614 -0.27556 2.46264